This record from the Open Molecules 2025 dataset describes a 5-piece molecular cluster, C46H100BClN7O8S2 overall in a non-equilibrium geometry. The level of theory is ωB97M-V/def2-TZVPD.

DFT total energy, eV: -110993.143
Max |F|, eV/Å: 2.6
Net charge: +1
Highest occupied orbital energy, eV: -9.1
Orbital gap, eV: 6.67

Element x y z (Å)
C: 0.5573 1.7797 -2.9546
C: 1.2841 1.5184 -1.6231
C: 1.3485 0.0350 -1.3119
O: 2.3220 -0.1758 -0.2752
C: 2.3942 -1.4927 0.1761
N: 2.3700 -1.5524 1.6838
C: 3.1654 -0.4434 2.3212
C: 4.4468 0.0361 1.6254
S: 4.3183 1.7621 1.0767
C: 4.7586 1.6367 -0.5976
N: 4.9056 2.6025 -1.4269
N: 5.2275 2.0241 -2.6440
C: 5.3047 0.7694 -2.4379
O: 4.9802 0.4251 -1.1650
C: 0.9620 -1.3497 2.3203
C: 0.1726 -0.1912 1.7167
C: -0.3690 0.7588 2.8037
C: -1.2246 1.8729 2.1901
O: -2.4078 1.9692 2.9530
C: -3.0478 3.2300 2.8335
C: 0.0766 -2.5997 2.5610
S: -0.7468 -3.1492 1.0298
C: -0.7640 -2.4282 3.8339
C: -2.2630 -2.0813 3.8228
C: -2.8582 -1.2435 2.7435
O: -3.1283 -2.7056 2.9552
O: 0.9123 -3.7515 2.8830
C: 2.2007 -3.4286 3.3712
C: 2.7742 -4.7205 3.9507
C: 3.6980 -4.5885 5.1581
O: 5.0437 -4.8834 4.7880
C: 2.9623 -2.9153 2.1058
Cl: 2.6535 -4.1764 0.8584
B: 4.5769 -2.9895 2.3458
O: 5.4247 -3.7202 1.5527
O: 5.0590 -2.3426 3.4331
C: 6.4585 -2.0439 3.4738
H: 0.2467 0.8413 -3.4106
H: -0.3603 2.3272 -2.7578
H: 1.1634 2.3515 -3.6464
H: 2.2759 1.9610 -1.5884
H: 0.7137 1.9746 -0.8122
H: 0.3603 -0.2838 -0.9776
H: 1.6450 -0.5386 -2.1919
H: 1.5587 -2.0418 -0.2444
H: 3.3480 -1.8839 -0.1660
H: 2.5214 0.4265 2.4126
H: 3.3793 -0.7192 3.3481
H: 5.2418 0.0323 2.3625
H: 4.7918 -0.5921 0.8122
H: 5.6073 -0.0153 -3.1061
H: 1.2028 -1.0254 3.3275
H: -0.6254 -0.5017 1.0509
H: 0.8050 0.4753 1.1391
H: 0.4956 1.2018 3.2987
H: -0.9989 0.2543 3.5267
H: -0.6840 2.8188 2.2794
H: -1.4565 1.6694 1.1394
H: -2.3436 4.0431 3.0167
H: -3.8123 3.2664 3.6023
H: -3.5050 3.3306 1.8486
H: -1.4616 -4.1366 1.5752
H: -0.3712 -1.6540 4.4983
H: -0.7458 -3.3432 4.4252
H: -2.6709 -1.8856 4.8181
H: -2.6757 -1.3264 1.6809
H: -3.7194 -0.6331 2.9860
H: 2.1726 -2.6766 4.1629
H: 1.8905 -5.2382 4.3222
H: 3.2038 -5.3865 3.2075
H: 3.3956 -5.3365 5.8918
H: 3.6007 -3.6180 5.6474
H: 5.6157 -4.3243 5.3178
H: 5.5501 -3.3136 0.6877
H: 6.6268 -1.3056 4.2530
H: 6.8105 -1.6252 2.5356
H: 7.0348 -2.9293 3.7245
C: 3.3438 0.7649 -5.9705
C: 4.3416 -0.3842 -5.9829
N: 4.2528 -1.2192 -7.1611
C: 5.0107 -2.4531 -7.0492
C: 6.5381 -2.3612 -6.9342
C: 4.3608 -0.5216 -8.4330
C: 5.6311 0.2968 -8.6996
H: 2.3239 0.3937 -6.0836
H: 3.4124 1.3012 -5.0217
H: 3.5395 1.4876 -6.7620
H: 4.1348 -1.0153 -5.1102
H: 5.3546 0.0300 -5.8372
H: 4.7578 -3.0899 -7.9003
H: 4.6340 -2.9863 -6.1694
H: 7.0060 -2.1178 -7.8863
H: 6.9378 -3.3273 -6.6201
H: 6.8538 -1.6220 -6.1966
H: 3.5009 0.1458 -8.5246
H: 4.2271 -1.2528 -9.2331
H: 5.9327 0.8885 -7.8340
H: 5.4528 0.9928 -9.5213
H: 6.4696 -0.3325 -8.9942
C: -7.0144 -2.2826 2.9752
C: -8.2251 -1.5233 3.4922
N: -7.9320 -0.7297 4.6723
C: -9.1208 -0.2090 5.3257
C: -9.9807 0.8067 4.5629
C: -6.8232 0.1971 4.5454
C: -6.8879 1.2621 3.4402
H: -6.5849 -2.9109 3.7564
H: -7.3030 -2.9256 2.1432
H: -6.2382 -1.6084 2.6091
H: -8.9969 -2.2483 3.7618
H: -8.6415 -0.9215 2.6685
H: -8.8273 0.2275 6.2838
H: -9.7533 -1.0641 5.5829
H: -9.5202 1.7939 4.5345
H: -10.9426 0.9192 5.0669
H: -10.1848 0.4898 3.5400
H: -5.9115 -0.3894 4.3954
H: -6.6808 0.6887 5.5111
H: -7.2431 0.8514 2.4941
H: -5.8886 1.6698 3.2653
H: -7.5301 2.0980 3.7118
C: 8.8667 0.8334 -11.1533
C: 7.9012 1.4395 -12.1602
N: 8.0171 2.8809 -12.2698
C: 6.9311 3.4876 -13.0193
C: 6.7928 3.1434 -14.5079
C: 9.3481 3.3840 -12.5637
C: 10.0362 2.8997 -13.8478
H: 8.7459 1.2941 -10.1715
H: 8.6698 -0.2353 -11.0541
H: 9.9070 0.9413 -11.4609
H: 6.8823 1.2136 -11.8326
H: 8.0351 0.9280 -13.1269
H: 7.0040 4.5731 -12.9122
H: 5.9976 3.2109 -12.5183
H: 7.5419 3.6486 -15.1156
H: 5.8158 3.4715 -14.8676
H: 6.8641 2.0711 -14.6914
H: 9.9951 3.1369 -11.7187
H: 9.3039 4.4756 -12.5683
H: 9.9147 1.8264 -14.0002
H: 11.1073 3.1012 -13.7877
H: 9.6646 3.4140 -14.7324
C: -12.3963 -0.3079 11.0381
C: -11.5844 0.3068 9.9083
N: -11.8332 1.7250 9.7279
C: -11.2738 2.2518 8.4979
C: -9.7480 2.2517 8.3339
C: -11.6552 2.5507 10.9097
C: -10.2816 2.5429 11.5958
H: -13.4622 -0.1305 10.8919
H: -12.2306 -1.3855 11.0646
H: -12.1101 0.0872 12.0131
H: -11.8605 -0.1974 8.9780
H: -10.5186 0.0819 10.0779
H: -11.6442 3.2707 8.3570
H: -11.7034 1.6739 7.6726
H: -9.2726 3.0350 8.9228
H: -9.4982 2.4432 7.2873
H: -9.3038 1.2935 8.6062
H: -12.4034 2.2490 11.6460
H: -11.9221 3.5776 10.6491
H: -9.8702 1.5362 11.6806
H: -10.3751 2.9432 12.6070
H: -9.5570 3.1654 11.0727